(1)
Molecular formula: C16H14BBrMoO2
Method: DFT, ωB97M-V with the def2-TZVPD basis set

The geometry in ORCA input format:
```
! RIJCOSX wB97M-V def2-TZVPD def2/J DEFGRID3
* xyz 0 3
C 0.82434 2.12766 -3.22132
C 2.20627 1.79322 -2.85649
C 2.37901 0.32776 -2.93137
H 2.96722 2.50174 -2.51589
C 1.04867 -0.20525 -3.20401
C 0.11017 0.93392 -3.43285
H -0.92073 0.84181 -3.77273
H 0.47021 3.14804 -3.46272
H 3.28645 -0.26317 -2.77023
H 0.78934 -1.25741 -3.16421
Mo 0.98815 0.79451 -1.30389
Br 1.63753 1.78482 1.11977
C -2.48436 2.26935 1.42714
C -2.89768 1.84727 0.15097
C -2.36290 2.76302 -0.82216
H -3.49497 0.96645 -0.07788
C -1.61971 3.74467 -0.12154
C -1.69388 3.44291 1.26124
H -1.23471 4.00244 2.08051
H -2.73877 1.82179 2.38839
H -2.53767 2.75324 -1.90191
H -0.98320 4.49709 -0.61892
O 1.81214 -1.49513 0.85716
B 1.14656 -0.29705 1.30887
O 0.11952 -0.68584 2.20417
C -0.07469 -2.09505 2.06087
C -0.71026 -2.97325 2.94208
C -0.20116 -4.25805 3.12843
C 0.79209 -4.74040 2.26428
C 1.28987 -3.91830 1.25309
C 0.96338 -2.57819 1.21152
H -1.56350 -2.65042 3.57853
H -0.52464 -4.87757 3.96524
H 1.18602 -5.73639 2.43812
H 2.02592 -4.33025 0.53775
*
```

Relative energy (zero: lowest compared OMol25 entry of this formula, charge and spin), kcal/mol: 24.3
HOMO-LUMO gap (spin up / spin down), eV: 3.95 / 4.22
F_max, Eh/bohr: 0.0575
E_HOMO (spin up / spin down), hartree: -0.2085 / -0.2129
DFT total energy, hartree: -3435.4619

Atom charges from the natural (NBO) analysis, given in e for atoms 1 to 4:
1. C -0.22
2. C -0.31
3. C -0.34
4. H 0.25


(2)
Molecular formula: C16H14BF3N6O6S2Ti
Method: DFT, ωB97M-V with the def2-TZVPD basis set

The geometry in ORCA input format:
```
! RIJCOSX wB97M-V def2-TZVPD def2/J DEFGRID3
* xyz 0 1
Ti -0.10852 0.21460 0.80343
C 4.06625 -0.62194 1.75132
C 2.99126 0.27586 1.49904
N 1.89801 -0.45838 1.25828
N 2.27307 -1.79708 1.27607
C 3.53407 -1.90523 1.62965
B 1.13424 -2.88494 0.97552
N -0.11495 -2.62299 1.88187
C -0.74580 -3.60294 2.50982
C -1.97965 -3.11037 2.86777
C -2.06837 -1.82713 2.34126
N -0.92982 -1.55941 1.73782
N 0.61498 -2.54379 -0.41379
C 0.64531 -3.23993 -1.55225
C 0.19524 -2.47177 -2.55839
C -0.13784 -1.27572 -1.99147
N 0.14294 -1.31728 -0.71018
H 5.11539 -0.27504 1.85908
H 2.99372 1.34754 1.39275
H 4.01912 -2.89950 1.61128
H 1.61479 -3.96368 1.04066
H -0.21209 -4.42948 2.79180
H -2.65222 -3.65493 3.42251
H -2.88446 -1.15752 2.43975
H 0.95458 -4.27755 -1.47024
H 0.19173 -2.73227 -3.62554
H -0.50753 -0.39704 -2.44406
O -3.06907 2.70868 0.33766
S -2.74969 1.70738 -0.58631
O -3.74267 1.00195 -1.31709
O -1.75708 0.60862 -0.02346
C -1.75124 2.37929 -1.84077
C -2.43096 2.60486 -3.08987
C -1.83275 3.44843 -3.98082
C -0.66867 4.17864 -3.74262
C -0.02454 4.00957 -2.54023
C -0.58521 3.14183 -1.60049
S 0.52485 2.68430 -0.24720
O 1.54660 3.68507 -0.21720
O -0.09338 2.41789 0.99919
O 1.01563 1.26535 -0.51851
H -3.38917 2.17957 -3.31431
H -2.29418 3.53689 -4.92509
H -0.27950 4.84003 -4.52429
H 0.88282 4.56460 -2.31815
F -1.08940 0.80451 3.43755
C 0.12444 0.48581 2.89476
F 1.03511 1.48435 3.10819
F 0.58462 -0.54972 3.68530
*
```

HOMO-LUMO gap, eV: 8.58
F_max, Eh/bohr: 0.0879
E_HOMO, hartree: -0.3490
DFT total energy, hartree: -3368.5435

Atom charges from the natural (NBO) analysis, given in e for atoms 1 to 4:
1. Ti 1.58
2. C -0.35
3. C 0.03
4. N -0.37


(3)
Molecular formula: C16H14BF5MnN6S
Method: DFT, ωB97M-V with the def2-TZVPD basis set

The geometry in ORCA input format:
```
! RIJCOSX wB97M-V def2-TZVPD def2/J DEFGRID3
* xyz 0 6
H 0.78451 3.07841 0.35541
N 0.42544 1.62848 -1.13724
B 0.04770 0.30301 -3.25015
N 0.42160 1.63082 -2.52401
C 0.77689 2.85059 -2.94744
Mn 0.11679 0.02039 -0.08555
H 0.86202 3.09358 -3.97479
C 0.98128 3.67656 -1.83639
H 1.26506 4.69593 -1.82277
C 0.73519 2.88221 -0.71533
H 0.11677 0.41605 -4.43945
C -1.00130 -1.53183 1.07810
H -1.01218 -1.74899 2.14918
H -0.15125 -2.19954 0.79151
H -1.84685 -1.82719 0.47871
N -1.40236 -0.06305 -2.84660
N 1.02853 -0.80446 -2.77637
N -1.64609 -0.18757 -1.48907
N 1.12848 -1.05044 -1.41469
C -2.55138 -0.29007 -3.52497
C 1.89367 -1.60910 -3.42119
H -2.62947 -0.21083 -4.58702
H 2.04175 -1.57219 -4.47993
C -3.56223 -0.57733 -2.60129
C 2.55322 -2.40656 -2.48725
C -2.94714 -0.50778 -1.34109
C 2.03941 -2.04004 -1.24029
H -4.59668 -0.78968 -2.79361
H 3.32184 -3.13296 -2.66997
H -3.35555 -0.71871 -0.35731
H 2.25659 -2.41529 -0.23935
H -1.07722 -0.36962 1.16305
F -0.68083 -0.00543 7.12868
C -0.17413 0.05934 5.89286
C -0.20650 1.26872 5.18157
F -0.65753 2.39276 5.79030
C 0.31132 1.32333 3.88597
F 0.32368 2.52020 3.24618
C 0.94875 0.21666 3.26676
S 1.83221 0.38815 1.77971
C 0.92339 -0.99215 4.01400
F 1.59187 -2.06352 3.51259
C 0.37230 -1.08486 5.29464
F 0.39845 -2.24602 5.99390
*
```

Relative energy (zero: lowest compared OMol25 entry of this formula, charge and spin), kcal/mol: 28.3
HOMO-LUMO gap (spin up / spin down), eV: 7.85 / 8.11
F_max, Eh/bohr: 0.0636
E_HOMO (spin up / spin down), hartree: -0.2747 / -0.2952
DFT total energy, hartree: -3020.0612

Atom charges from the natural (NBO) analysis, given in e for atoms 1 to 4:
1. H 0.25
2. N -0.46
3. B 0.55
4. N -0.31


(4)
Molecular formula: C16H14BNO4S
Method: DFT, ωB97M-V with the def2-TZVPD basis set

The geometry in ORCA input format:
```
! RIJCOSX wB97M-V def2-TZVPD def2/J DEFGRID3
* xyz 0 1
O 0.18377 2.39929 0.90500
S -0.95892 1.71002 0.21702
O -2.02853 2.35786 -0.60440
N -0.47536 0.34286 -0.77951
C 0.72623 0.44802 -1.48347
C 1.87379 1.09749 -0.98266
C 2.99205 1.29217 -1.78004
C 3.05107 0.81507 -3.06518
C 1.99356 0.07323 -3.53341
B 2.02686 -0.45417 -5.02996
O 3.04614 -1.36755 -5.38856
O 1.11175 0.01406 -5.97968
C 0.87068 -0.15771 -2.75056
C -1.73354 0.58224 1.42070
C -3.07614 0.40165 1.21952
C -3.83842 -0.49337 1.99826
C -3.23119 -1.24904 2.94405
C -1.88271 -1.03204 3.22955
C -1.29171 -1.76539 4.30383
C 0.02621 -1.57090 4.57141
C 0.78320 -0.63467 3.91896
C 0.24405 0.07068 2.87988
C -1.10246 -0.14196 2.47621
H -1.29447 0.28910 -1.34837
H 1.82324 1.62597 -0.06821
H 3.86309 1.79525 -1.39132
H 3.91173 0.87816 -3.66236
H 2.89685 -1.62243 -6.32009
H 0.42836 0.61622 -5.62719
H 0.12700 -0.80891 -3.15119
H -3.53065 0.96773 0.41928
H -4.85868 -0.63121 1.72824
H -3.79496 -1.93133 3.54733
H -1.87738 -2.42998 4.93272
H 0.47477 -2.03246 5.45130
H 1.76183 -0.38232 4.29159
H 0.75887 0.92833 2.49131
*
```

Relative energy (zero: lowest compared OMol25 entry of this formula, charge and spin), kcal/mol: 0.0
HOMO-LUMO gap, eV: 8.52
F_max, Eh/bohr: 0.0789
E_HOMO, hartree: -0.3138
Structure (SMILES): O=S(=O)(Nc1cccc(B(O)O)c1)c1cccc2ccccc12
DFT total energy, hartree: -1396.9321

Atom charges from the natural (NBO) analysis, given in e for atoms 1 to 4:
1. O -0.88
2. S 2.18
3. O -0.90
4. N -0.81


(5)
Molecular formula: C16H14Cl2NO7OsS2
Method: DFT, ωB97M-V with the def2-TZVPD basis set

The geometry in ORCA input format:
```
! RIJCOSX wB97M-V def2-TZVPD def2/J DEFGRID3
* xyz 1 1
Os 1.43812 0.69943 0.71855
O -0.32048 3.03323 3.66365
C -0.02118 2.76953 2.53445
O 1.08232 2.41073 2.04545
C -1.18518 2.95083 1.43655
C -0.56638 3.37173 0.08985
C -1.72498 3.86843 -0.79415
C -2.38718 2.53983 -1.18065
C -1.51298 1.52903 -0.42645
O -0.21258 2.12153 -0.49865
C -1.85998 1.64163 1.06355
C -1.33958 0.35283 1.86955
O -2.09938 -0.09957 2.67645
O -0.18558 -0.08197 1.56405
H -1.86678 3.67993 1.87385
H 0.30112 4.02723 0.15005
H -1.34248 4.39373 -1.66815
H -2.38388 4.54383 -0.25225
H -2.30998 2.34713 -2.24885
H -3.43048 2.47923 -0.88885
H -1.52858 0.52273 -0.83215
H -2.92868 1.64133 1.27435
Cl 3.42492 0.88233 2.89525
C 4.45822 1.44983 1.57665
Cl 3.43692 1.72773 0.12855
H 5.18902 0.67593 1.34155
H 4.92582 2.39753 1.84625
O -0.48418 -1.24167 -3.35445
S -0.65238 -1.63427 -1.99865
O -1.87608 -1.29417 -1.33845
N 0.62052 -0.98157 -1.05935
C 1.32992 -1.94937 -0.57305
S 2.56632 -1.48377 0.51055
C 0.96222 -3.31457 -0.89595
C 1.53132 -4.50277 -0.45075
C 0.90142 -5.68987 -0.79525
C -0.25288 -5.69597 -1.56705
C -0.80828 -4.50557 -2.03415
C -0.18768 -3.33607 -1.68025
H 2.42662 -4.49027 0.15355
H 1.30602 -6.62697 -0.44655
H -0.73028 -6.63617 -1.79635
H -1.70278 -4.49257 -2.63225
*
```

HOMO-LUMO gap (spin up / spin down), eV: 4.88 / 4.86
F_max, Eh/bohr: 0.1160
E_HOMO (spin up / spin down), hartree: -0.4406 / -0.4406
DFT total energy, hartree: -3006.5640

Atom charges from the natural (NBO) analysis, given in e for atoms 1 to 4:
1. Os 1.33
2. O -0.52
3. C 0.79
4. O -0.70


(6)
Molecular formula: C16H14Cl5CuO
Method: DFT, ωB97M-V with the def2-TZVPD basis set

The geometry in ORCA input format:
```
! RIJCOSX wB97M-V def2-TZVPD def2/J DEFGRID3
* xyz -1 2
Cu 0.13732 0.51216 0.06225
C -2.77082 2.24471 1.18686
C -2.16726 1.94384 -0.15460
C -0.76593 2.29161 -0.37053
C -0.30828 2.22243 -1.75506
C -1.06248 1.61437 -2.72643
C -2.34449 1.10387 -2.43625
C -2.88721 1.33499 -1.14575
H -2.03270 2.09639 1.98170
H -3.63075 1.60497 1.39513
H -3.10426 3.28643 1.24869
H -0.36444 3.09678 0.24343
H 0.67153 2.61602 -2.00133
H -0.65723 1.51365 -3.72815
H -2.93407 0.61500 -3.20088
H -3.90501 1.01925 -0.93141
Cl 2.61114 -3.88175 -0.86061
C 2.56170 -3.08156 0.67166
C 1.67790 -2.00878 0.87350
C 1.59023 -1.57081 2.20953
Cl 0.43095 -0.36676 2.65138
C 2.40515 -2.06702 3.22471
Cl 2.28860 -1.44531 4.83231
C 3.33676 -3.05811 2.95178
Cl 4.38501 -3.64915 4.18906
C 3.39856 -3.58104 1.66483
Cl 4.50627 -4.86604 1.33266
C 1.57036 -1.54010 -2.65009
O 1.83048 -1.08512 -1.34550
C 0.90231 -1.33327 -0.23377
C -0.33819 -2.15612 -0.59448
H 2.18808 -2.40171 -2.92320
H 1.81034 -0.71997 -3.33322
H 0.52464 -1.80139 -2.81503
H -0.12818 -3.18219 -0.93029
H -0.94464 -1.66068 -1.35463
H -0.96329 -2.22139 0.29976
*
```

Relative energy (zero: lowest compared OMol25 entry of this formula, charge and spin), kcal/mol: 0.0
HOMO-LUMO gap (spin up / spin down), eV: 3.66 / 6.14
F_max, Eh/bohr: 0.0102
E_HOMO (spin up / spin down), hartree: -0.0440 / -0.1356
DFT total energy, hartree: -4634.7239

Atom charges from the natural (NBO) analysis, given in e for atoms 1 to 4:
1. Cu 0.63
2. C -0.63
3. C -0.02
4. C -0.62


DFT total energy of number 2 (C16H14BF3N6O6S2Ti)?
-3368.5435 hartree